{
  "formula": "C32H43AsN8S3Zr",
  "method": "the ωB97M-V functional and the def2-TZVPD basis",
  "relative_energy_kj_mol": 171.11,
  "e_lumo_ev": -5.83,
  "charge": 2,
  "homo_energy_ev": -12.87,
  "spin_multiplicity": 1,
  "elements": ["Zr", "N", "C", "C", "N", "C", "C", "N", "C", "C", "N", "H", "H", "H", "H", "H", "H", "H", "H", "H", "H", "H", "H", "H", "H", "H", "H", "H", "H", "S", "C", "C", "C", "C", "C", "C", "As", "C", "C", "C", "C", "C", "C", "C", "C", "C", "C", "C", "C", "H", "H", "H", "H", "H", "H", "H", "H", "H", "H", "H", "H", "H", "H", "S", "C", "N", "C", "C", "N", "H", "H", "H", "H", "H", "H", "C", "C", "C", "C", "N", "C", "S", "N", "H", "H", "H", "H", "H"],
  "xyz": [[0.2640, 1.1457, -0.1405], [-1.5974, 2.7907, 0.3077], [-0.9699, 4.0324, -0.1833], [0.3807, 4.2328, 0.5014], [1.3369, 3.1558, 0.1656], [2.0293, 3.5171, -1.0899], [2.9139, 2.3703, -1.5934], [2.2630, 1.0765, -1.3183], [2.2860, 2.9178, 1.2785], [1.8974, 1.6418, 2.0501], [0.4277, 1.5264, 2.1039], [-2.4688, 2.6569, -0.2215], [-1.8884, 2.9145, 1.2840], [-1.5992, 4.9128, -0.0035], [-0.8405, 3.9228, -1.2667], [0.2221, 4.2620, 1.5821], [0.7784, 5.2102, 0.2039], [2.6439, 4.4133, -0.9362], [1.2715, 3.7421, -1.8493], [3.8856, 2.3900, -1.0918], [3.0932, 2.5186, -2.6612], [2.9720, 0.4744, -0.8632], [2.0165, 0.6236, -2.2055], [2.2998, 3.7817, 1.9543], [3.2980, 2.7753, 0.8994], [2.3573, 1.6844, 3.0462], [2.2901, 0.7451, 1.5378], [0.0598, 2.1746, 2.8073], [0.1950, 0.5554, 2.4203], [-0.3771, 1.7494, -2.5105], [-1.9396, 1.1065, -3.0034], [-2.3628, 1.3684, -4.3059], [-3.5233, 0.7973, -4.7898], [-4.2699, -0.0498, -3.9818], [-3.8690, -0.2850, -2.6794], [-2.7173, 0.3087, -2.1591], [-2.0862, -0.1753, -0.3623], [-2.2455, -2.0960, -0.6888], [-1.4015, -2.6207, -1.6655], [-1.4558, -3.9652, -1.9760], [-2.3745, -4.7828, -1.3371], [-3.2155, -4.2650, -0.3679], [-3.1503, -2.9221, -0.0348], [-3.6665, 0.2470, 0.7613], [-3.5028, 0.0903, 2.1392], [-4.5294, 0.3826, 3.0195], [-5.7366, 0.8648, 2.5392], [-5.9034, 1.0511, 1.1769], [-4.8773, 0.7553, 0.2926], [-1.7550, 1.9991, -4.9368], [-3.8369, 0.9937, -5.8039], [-5.1504, -0.5376, -4.3708], [-4.4410, -0.9655, -2.0537], [-0.6899, -1.9667, -2.1722], [-0.7794, -4.3769, -2.7086], [-2.4215, -5.8295, -1.5902], [-3.9180, -4.9109, 0.1351], [-3.7962, -2.5100, 0.7348], [-2.5599, -0.2914, 2.5227], [-4.3791, 0.2455, 4.0794], [-6.5460, 1.0792, 3.2199], [-6.8346, 1.4427, 0.8001], [-5.0325, 0.9119, -0.7688], [4.9214, 0.5180, 0.3537], [6.3981, -0.1168, -0.0579], [7.5070, -0.0072, 0.6783], [8.6505, -0.6666, 0.0711], [8.0561, -1.2360, -1.2328], [6.6769, -0.7909, -1.1791], [7.5562, 0.4734, 1.5588], [9.0324, -1.4525, 0.7295], [9.4602, 0.0465, -0.1118], [8.1026, -2.3262, -1.2657], [8.5492, -0.8358, -2.1214], [5.9901, -1.0763, -1.8512], [-0.9543, -5.3076, 2.0844], [-0.6287, -3.8696, 2.2365], [-0.8831, -3.1490, 3.4136], [-0.6817, -1.7895, 3.3666], [-0.2002, -1.1567, 2.2876], [0.1812, -1.9635, 1.2804], [1.1061, -1.2608, 0.0040], [-0.0635, -3.2591, 1.2088], [-0.3009, -5.8963, 2.7250], [-0.8042, -5.5989, 1.0501], [-1.9804, -5.5090, 2.3825], [-1.2555, -3.6240, 4.3041], [-0.9084, -1.1539, 4.2133]],
  "forces_ev_per_a": [[0.0486, -0.1174, -0.2462], [0.0198, -0.0805, -0.2153], [0.2299, 0.6066, -0.0220], [-0.8554, 0.4103, -0.1055], [0.0657, 0.3408, -0.0993], [0.4688, 0.0651, -0.6289], [-0.0387, 0.8559, 0.0729], [0.1089, -0.4080, -0.3603], [0.3623, -0.2191, 0.5064], [0.5085, 0.4733, 0.0284], [0.0798, -0.0333, 0.8972], [0.3472, -0.1417, 0.2344], [0.0926, -0.2018, -0.3474], [0.0997, -0.1316, 0.0191], [-0.0796, 0.1485, 0.3215], [0.1122, -0.0498, -0.0488], [0.1095, -0.1332, 0.1171], [-0.1240, -0.0491, -0.0080], [0.0857, 0.0569, 0.2768], [-0.1579, -0.1406, -0.1434], [-0.0236, -0.1016, 0.1267], [-0.0542, 0.0378, -0.1144], [0.0732, 0.0717, 0.3454], [0.0013, -0.0909, -0.2119], [-0.0288, 0.1323, 0.0111], [-0.0799, -0.2528, -0.2560], [-0.0266, 0.1621, 0.2302], [-0.0927, -0.1499, -0.5424], [-0.0674, -0.0026, -0.0122], [0.3356, -0.2976, 0.0650], [-0.4087, -0.0522, 0.3327], [0.1000, 0.0094, 0.0864], [-0.0227, -0.0512, 0.0539], [0.0087, 0.0187, 0.0501], [-0.0141, -0.1208, 0.3159], [0.1297, 0.0988, -0.1501], [-2.3327, -0.9013, -0.9938], [0.2633, -0.0032, 0.1414], [0.1105, 0.4052, -0.0294], [-0.0234, 0.0487, -0.0389], [0.0718, -0.0351, 0.0366], [-0.0384, -0.0768, -0.0196], [0.0067, 0.5344, 0.2325], [0.5182, 0.2041, 0.1762], [0.3794, -0.2003, -0.1216], [-0.0096, 0.0722, 0.0437], [0.0167, -0.1058, -0.0303], [0.0165, 0.0654, 0.0838], [0.2945, -0.1111, -0.4599], [0.0294, 0.0527, -0.0822], [-0.0024, 0.0159, -0.0765], [-0.0920, -0.0048, -0.0046], [0.0323, 0.0475, -0.1142], [-0.1840, -0.2371, 0.0504], [0.0205, -0.0256, -0.1214], [-0.0334, -0.1570, -0.0202], [-0.1209, -0.0471, 0.0473], [-0.0258, -0.0908, -0.0494], [-0.1553, 0.0681, -0.0203], [-0.0231, -0.0453, 0.1121], [-0.0546, 0.0680, 0.0586], [-0.1138, 0.0091, -0.0832], [0.0046, 0.0196, 0.0743], [-0.8016, 0.2524, 0.5003], [0.3823, -0.0511, -0.1664], [0.0511, -0.1089, -0.1378], [0.4742, -0.1288, 0.1050], [0.3766, -0.2173, -0.2542], [0.0931, 0.0220, 0.1511], [-0.2510, 0.0357, -0.0517], [-0.0331, 0.0846, -0.1382], [-0.1388, -0.1155, -0.0338], [0.0816, 0.0823, 0.0070], [0.0241, -0.0780, 0.1086], [-0.1845, 0.1187, 0.1286], [0.0524, -0.1371, -0.0106], [-0.0999, 0.3478, 0.4628], [-0.0283, 0.1426, -0.2103], [-0.1275, -0.1650, 0.0776], [0.2768, -0.6597, 0.0245], [-0.5293, -0.0092, 0.8103], [0.3332, 0.7897, -0.6439], [0.3963, -0.0865, -0.4487], [0.0520, -0.1319, 0.0715], [0.0036, -0.0769, -0.0070], [-0.0791, -0.0218, 0.0471], [-0.0915, -0.0858, 0.1174], [-0.1008, -0.0339, 0.1203]]
}